{"formula": "C19H25N3PSn", "method": "ωB97M-V/def2-TZVPD", "spin_multiplicity": 1, "charge": 1, "homo_ev": -11.29, "orbital_gap_ev": 7.7, "species": ["C", "Sn", "N", "N", "H", "H", "H", "H", "H", "H", "H", "H", "H", "H", "N", "P", "C", "C", "C", "C", "C", "C", "C", "C", "C", "C", "C", "C", "C", "C", "C", "C", "C", "C", "H", "H", "H", "H", "H", "H", "H", "H", "H", "H", "H", "H", "H", "H", "H"], "positions_angstrom": [[-1.167291, 2.244273, -3.282453], [-1.254372, 2.445618, -1.129949], [-0.650766, 3.979163, 1.274288], [-1.282752, 5.034017, -1.638298], [0.350436, 4.161740, 1.348515], [-2.848729, 2.839030, -0.577040], [-1.230703, 1.216828, -3.678996], [-0.165931, 2.660945, -3.470205], [-1.926985, 2.902200, -3.713221], [-0.421379, 5.507096, -1.337160], [-2.078733, 5.482391, -1.176415], [-1.403543, 5.167886, -2.646410], [-1.114390, 4.886653, 1.144300], [-0.953474, 3.602840, 2.192151], [0.114867, 0.954526, -0.970849], [0.329480, -0.415944, -0.168762], [1.319993, -0.041420, 1.369465], [2.526284, -0.657235, 1.790117], [3.056593, -0.439001, 3.071039], [2.534839, 0.595267, 3.853916], [1.559636, 1.437718, 3.298800], [0.928840, 1.093968, 2.093736], [-1.291598, -1.296372, -0.003515], [-2.445007, -0.530757, 0.204550], [-3.719593, -1.112661, 0.131472], [-3.871334, -2.504059, 0.019837], [-2.735935, -3.276110, -0.263142], [-1.497823, -2.646343, -0.377691], [1.318762, -1.811092, -0.780453], [1.482462, -2.793732, 0.214427], [2.238688, -3.932500, -0.006089], [2.759122, -4.174619, -1.279792], [2.487043, -3.264192, -2.309320], [1.792245, -2.062404, -2.073461], [3.053009, -1.370511, 1.150681], [3.865795, -1.084816, 3.445037], [2.896321, 0.753340, 4.874732], [1.292044, 2.362481, 3.813157], [0.155388, 1.733854, 1.659573], [-2.365164, 0.549756, 0.390524], [-4.604027, -0.460193, 0.161876], [-4.857917, -2.972148, 0.145849], [-2.819174, -4.353751, -0.412075], [-0.666230, -3.255412, -0.732582], [1.038391, -2.645259, 1.200084], [2.422189, -4.611182, 0.819742], [3.371771, -5.070072, -1.447520], [2.841592, -3.496751, -3.314643], [1.637059, -1.333053, -2.877827]], "forces_ev_per_a": [[0.163, 0.872, 0.273], [0.193, -1.439, -1.130], [-0.195, 0.002, 0.099], [0.354, -0.180, 0.208], [-0.181, -0.049, 0.051], [0.535, -0.328, 0.313], [-0.013, 0.497, 0.572], [-0.291, -0.231, -0.361], [0.139, -0.177, -0.223], [-0.530, -0.080, -0.342], [0.326, -0.173, -0.151], [0.186, -0.021, 0.383], [0.216, -0.496, 0.242], [0.186, 0.326, -0.842], [-0.500, 0.058, 0.620], [0.253, 0.842, 0.059], [0.446, 0.412, 0.355], [-0.328, -0.544, 0.127], [-0.297, 0.334, -0.225], [-0.096, -0.013, -0.220], [-0.065, -0.223, -0.131], [0.171, -0.053, 0.272], [-0.571, -0.247, -0.316], [-0.344, -0.169, -0.074], [-0.056, 0.153, 0.239], [0.298, 0.179, -0.052], [-0.436, 0.631, 0.115], [0.585, -0.094, 0.454], [0.021, -0.226, -0.523], [0.096, 0.108, 0.027], [-0.012, 0.074, -0.323], [-0.133, 0.257, -0.017], [0.126, -0.009, -0.056], [0.152, -0.192, 0.348], [-0.432, 0.177, 0.314], [-0.362, 0.514, -0.301], [-0.041, 0.093, -0.474], [-0.098, -0.355, -0.027], [0.172, -0.316, 0.354], [-0.126, -0.576, 0.051], [0.425, -0.401, 0.286], [0.506, 0.301, -0.278], [0.047, 0.362, -0.065], [-0.208, 0.219, 0.286], [0.137, -0.070, -0.285], [-0.060, -0.047, -0.156], [-0.365, 0.465, -0.099], [-0.064, 0.193, 0.267], [0.071, -0.360, 0.357]]}



{"formula": "C19H25N3RhSSi", "method": "ωB97M-V/def2-TZVPD", "spin_multiplicity": 5, "charge": 1, "de_lowest_kj_mol": 0.0, "homo_ev": [-9.14, -11.55], "orbital_gap_ev": [6.6, 6.4], "s_squared": 6.011, "species": ["C", "C", "C", "H", "C", "C", "H", "H", "H", "H", "Rh", "C", "H", "H", "H", "Si", "C", "C", "H", "C", "H", "C", "H", "C", "H", "C", "H", "C", "C", "H", "C", "H", "C", "H", "C", "H", "C", "H", "H", "H", "N", "N", "C", "N", "S", "H", "H", "H", "H", "H"], "positions_angstrom": [[-1.555015, -0.733677, -2.345942], [-0.279561, -1.288708, -2.034981], [-0.467280, -2.660777, -1.670450], [0.668616, -0.773202, -2.065929], [-1.870984, -2.955304, -1.800962], [-2.528131, -1.765983, -2.249961], [-3.595184, -1.674777, -2.449882], [-1.726205, 0.279169, -2.701440], [0.305768, -3.360786, -1.380814], [-2.329166, -3.918657, -1.629277], [-1.566821, -1.495777, -0.506730], [2.284139, 0.411816, 2.628824], [2.477055, -0.631413, 3.014982], [1.976969, 0.998634, 3.535514], [3.219875, 0.903454, 2.195626], [1.355432, 0.663019, 1.222515], [0.777460, 2.198592, 0.409421], [0.543932, 2.241912, -0.971366], [0.595464, 1.338730, -1.587826], [0.270257, 3.465816, -1.579994], [0.162644, 3.526496, -2.664187], [0.140297, 4.622710, -0.822156], [-0.062121, 5.588191, -1.300302], [0.259529, 4.538987, 0.567230], [0.140147, 5.423974, 1.178411], [0.539763, 3.326416, 1.192349], [0.587463, 3.257873, 2.280939], [2.252461, -0.534415, 0.125974], [3.064246, 0.009156, -0.861106], [3.100073, 1.083593, -1.041747], [3.888059, -0.836018, -1.593172], [4.579096, -0.396551, -2.304587], [3.871598, -2.210200, -1.390175], [4.572556, -2.864240, -1.922054], [2.951989, -2.743396, -0.490724], [2.923298, -3.817374, -0.328167], [2.108228, -1.913875, 0.246269], [1.367483, -2.349041, 0.924206], [0.043974, -0.077256, 1.115749], [0.377735, 0.453252, 2.428928], [-2.648394, 0.304312, 0.303453], [-3.649757, -0.076633, 1.259991], [-3.523190, -1.200585, 1.981632], [-4.417137, -1.399716, 2.950529], [-2.298900, -2.345635, 1.716842], [-1.972983, 0.981263, 0.682854], [-3.125224, 0.773508, -0.480514], [-4.187401, 0.697575, 1.669110], [-4.375200, -2.254972, 3.489706], [-5.226954, -0.809480, 3.053393]], "forces_ev_per_a": [[0.279, 1.381, -3.675], [1.391, 0.094, -1.978], [0.847, -1.887, -2.098], [-0.054, -0.040, 0.089], [0.326, -2.257, -2.512], [-1.448, -0.498, -2.230], [0.358, 0.010, 0.086], [0.044, -0.255, 0.058], [-0.156, 0.129, -0.066], [0.014, 0.106, 0.034], [-0.851, 1.879, 11.062], [3.938, 0.981, 4.595], [-0.144, 1.061, -0.994], [0.517, -0.327, -0.808], [-0.088, -0.785, 1.112], [-2.790, -1.661, -3.425], [0.094, 0.146, 0.212], [0.211, 0.406, -0.147], [0.240, 0.350, 0.282], [-0.266, -0.145, -0.377], [-0.040, -0.091, 0.275], [0.095, 0.135, 0.407], [0.126, -0.455, 0.204], [-0.272, 0.146, 0.041], [-0.078, 0.065, -0.060], [0.169, 0.455, -0.435], [0.200, 0.155, -0.279], [-0.615, 0.671, -0.964], [0.575, -0.556, -0.047], [0.072, -0.199, 0.119], [0.406, 0.161, -0.411], [-0.034, -0.133, -0.056], [0.013, -0.033, -0.006], [-0.377, 0.310, 0.190], [-0.072, -0.239, 0.198], [-0.070, 0.074, -0.107], [0.604, -0.159, -0.082], [0.310, 0.165, -0.039], [-0.701, -0.693, -0.310], [-2.049, 0.267, 1.096], [-1.288, 0.919, 0.664], [0.136, 1.771, -0.263], [0.552, -0.874, 0.220], [-0.153, 0.025, 0.024], [-0.190, 0.454, 0.127], [-0.258, -0.294, 0.226], [0.175, -0.406, 0.469], [0.304, -0.536, -0.308], [0.024, 0.221, -0.185], [-0.028, -0.014, 0.070]]}



{"formula": "C19H25N5O2S", "method": "ωB97M-V/def2-TZVPD", "spin_multiplicity": 1, "smiles": "CCN1CCN([C@H](c2cccc(OC)c2)c2sc3nc(C)nn3c2O)CC1", "charge": 0, "de_lowest_kj_mol": 284.6, "homo_ev": -8.11, "orbital_gap_ev": 8.8, "species": ["C", "C", "N", "C", "C", "N", "C", "C", "C", "C", "C", "C", "O", "C", "C", "C", "S", "C", "N", "C", "C", "N", "N", "C", "O", "C", "C", "H", "H", "H", "H", "H", "H", "H", "H", "H", "H", "H", "H", "H", "H", "H", "H", "H", "H", "H", "H", "H", "H", "H", "H", "H"], "positions_angstrom": [[4.723637, -1.244531, -0.341769], [3.755774, -2.422072, -0.391327], [2.411702, -1.996691, -0.731579], [1.402065, -2.951941, -0.305503], [0.031002, -2.555435, -0.888493], [-0.039872, -1.148479, -1.224755], [0.115881, -0.261653, -0.073356], [-0.835405, -0.627155, 1.044985], [-0.378226, -0.702968, 2.354792], [-1.263633, -0.999661, 3.373037], [-2.604655, -1.224955, 3.109180], [-3.068731, -1.149023, 1.800078], [-4.359296, -1.352656, 1.416036], [-5.317255, -1.647452, 2.402314], [-2.174750, -0.844077, 0.774689], [-0.190873, 1.145218, -0.485367], [-1.551242, 1.507581, -1.548033], [-1.201393, 3.180839, -1.426243], [-1.651404, 4.333795, -1.876878], [-0.811771, 5.235098, -1.314882], [-0.937915, 6.691460, -1.543686], [0.129447, 4.707255, -0.546161], [-0.123741, 3.393055, -0.619263], [0.450206, 2.269612, -0.087434], [1.527711, 2.363951, 0.715600], [0.915641, -0.872328, -2.287878], [2.226931, -1.671166, -2.132665], [5.673633, -1.566388, 0.077361], [4.309935, -0.457454, 0.283093], [4.909824, -0.837760, -1.332148], [3.707286, -2.874708, 0.603073], [4.130225, -3.190969, -1.091110], [1.365855, -2.933258, 0.788081], [1.652494, -3.981050, -0.622238], [-0.159967, -3.104651, -1.814138], [-0.761017, -2.801570, -0.180897], [1.146837, -0.266784, 0.314971], [0.664459, -0.526923, 2.571757], [-0.910635, -1.059424, 4.392194], [-3.270727, -1.455908, 3.925458], [-6.261619, -1.758239, 1.871708], [-5.084933, -2.581938, 2.923971], [-5.406999, -0.836506, 3.132562], [-2.543160, -0.789879, -0.237360], [-1.910831, 7.033987, -1.197500], [-0.150219, 7.212212, -1.007863], [-0.866430, 6.902929, -2.608414], [1.755995, 3.300573, 0.802820], [0.438097, -1.127880, -3.239637], [1.127885, 0.197144, -2.294396], [3.065272, -1.064851, -2.474160], [2.198901, -2.586325, -2.752629]], "forces_ev_per_a": [[-0.111, -0.268, -0.025], [0.091, 0.212, 0.063], [0.055, -0.107, -0.092], [-0.093, 0.004, 0.065], [0.039, -0.244, 0.067], [-0.131, 0.166, 0.116], [-0.033, 0.307, 0.198], [-0.057, -0.158, 0.113], [0.040, -0.022, -0.012], [0.062, 0.029, -0.002], [-0.303, -0.066, 0.056], [0.165, 0.069, -0.143], [0.274, 0.074, -0.186], [-0.154, -0.051, 0.176], [-0.160, -0.088, 0.181], [0.348, 0.498, 0.044], [0.037, -0.140, -0.087], [0.437, 0.275, 0.375], [-0.441, -0.302, -0.315], [0.144, -0.405, 0.131], [0.044, 0.018, 0.039], [0.713, 0.534, 0.493], [-1.075, 0.204, -0.800], [0.077, -0.816, 0.015], [-0.135, 0.123, -0.082], [0.107, -0.013, -0.299], [-0.067, 0.067, 0.013], [0.145, 0.023, -0.001], [-0.013, 0.091, 0.075], [0.064, 0.079, -0.081], [0.009, -0.057, -0.068], [-0.064, -0.029, 0.092], [0.007, -0.088, -0.021], [-0.015, 0.038, 0.040], [-0.027, -0.039, 0.052], [0.044, -0.102, -0.103], [-0.206, -0.027, -0.007], [0.143, 0.019, 0.011], [0.021, -0.006, 0.082], [-0.087, -0.026, 0.041], [0.042, -0.003, 0.084], [-0.002, 0.048, -0.012], [0.015, -0.040, -0.023], [-0.092, -0.052, -0.122], [-0.028, 0.076, 0.016], [0.006, 0.100, -0.004], [0.015, 0.069, -0.040], [0.020, 0.006, 0.011], [0.100, 0.080, -0.027], [-0.023, -0.039, -0.045], [-0.005, -0.055, -0.063], [0.057, 0.030, 0.011]]}



{"formula": "C19H25O5PPtS", "method": "ωB97M-V/def2-TZVPD", "spin_multiplicity": 1, "charge": 2, "de_lowest_kj_mol": 241.7, "homo_ev": -14.59, "orbital_gap_ev": 5.3, "species": ["Pt", "C", "C", "C", "C", "C", "C", "C", "C", "C", "H", "H", "H", "H", "H", "H", "H", "H", "H", "H", "H", "H", "O", "C", "O", "C", "C", "C", "C", "C", "C", "S", "H", "H", "H", "H", "C", "O", "P", "O", "C", "O", "C", "H", "H", "H", "H", "H", "H", "H", "H", "H"], "positions_angstrom": [[0.562890, 0.203163, 0.154973], [3.191821, -2.130972, -1.435342], [1.874753, -1.443155, -1.524061], [1.796588, -0.032256, -1.805269], [0.553386, 0.601113, -2.040760], [0.461615, 2.033502, -2.484305], [-0.599231, -0.174210, -1.864098], [-0.541955, -1.586013, -1.587017], [-1.792470, -2.393632, -1.554230], [0.689962, -2.184209, -1.408593], [3.266065, -2.718440, -0.519412], [4.029764, -1.440523, -1.493817], [3.272425, -2.840975, -2.263737], [2.708271, 0.526349, -1.975222], [-0.388744, 2.533253, -2.023478], [0.312324, 2.077749, -3.565096], [1.373391, 2.582498, -2.256429], [-1.558621, 0.267438, -2.074018], [-2.602850, -1.845026, -1.076228], [-1.641807, -3.348297, -1.056569], [-2.119818, -2.590639, -2.580200], [0.748900, -3.251175, -1.233405], [-4.510049, 0.482628, -0.633905], [-3.711750, 0.670662, 0.231635], [-2.396944, 0.409421, 0.162462], [-4.055910, 1.206137, 1.563058], [-5.306284, 1.591136, 2.005418], [-5.418264, 2.078986, 3.298185], [-4.297299, 2.191962, 4.125718], [-3.045236, 1.802819, 3.683263], [-2.944834, 1.304106, 2.384100], [-1.458535, 0.742162, 1.670118], [-6.162449, 1.503542, 1.349342], [-6.389214, 2.376563, 3.668817], [-4.404777, 2.597728, 5.122177], [-2.168282, 1.888060, 4.312272], [4.101508, -0.699184, 1.664055], [3.321545, 0.436048, 2.099381], [1.757604, 0.512056, 2.063665], [1.179032, -0.482425, 3.116687], [1.631544, -0.512936, 4.506985], [1.491490, 1.929464, 2.682637], [1.778328, 3.161365, 1.974886], [4.992819, -0.718550, 2.282053], [4.386239, -0.563341, 0.623952], [3.551039, -1.631591, 1.793078], [1.820615, -1.550317, 4.760646], [0.837540, -0.114340, 5.130454], [2.534233, 0.079683, 4.637446], [1.445805, 3.097925, 0.938528], [2.844891, 3.370518, 2.011718], [1.234402, 3.946576, 2.487913]], "forces_ev_per_a": [[0.335, 0.073, 0.532], [0.085, 0.061, 0.084], [-0.171, 0.021, 0.310], [-0.118, 0.193, 0.838], [-0.160, 0.221, -0.975], [0.032, 0.000, -0.185], [0.236, -0.192, 0.090], [-0.137, -0.029, -0.296], [-0.101, 0.128, 0.033], [0.089, -0.149, -0.123], [-0.019, -0.031, -0.040], [-0.015, -0.009, -0.039], [-0.032, 0.036, -0.026], [0.045, -0.016, 0.143], [0.009, 0.002, 0.032], [0.024, -0.053, -0.004], [-0.012, 0.004, 0.047], [-0.137, 0.096, 0.144], [-0.015, -0.004, 0.013], [-0.006, -0.004, -0.005], [0.053, 0.019, -0.012], [0.012, 0.011, 0.048], [0.932, -0.377, -0.782], [-2.322, 0.730, 1.434], [2.244, -0.374, 0.708], [1.305, -0.154, -0.362], [-0.077, 0.044, 0.386], [-0.034, 0.016, -0.003], [-0.180, -0.051, -0.167], [0.333, -0.148, -0.356], [-0.821, 1.464, 1.988], [-1.448, -1.694, -3.233], [0.045, -0.034, -0.030], [0.021, 0.046, 0.022], [-0.007, -0.042, 0.017], [-0.084, 0.046, 0.076], [0.065, -0.111, -0.006], [0.046, -0.015, -0.334], [0.197, 0.305, 0.160], [-0.033, -0.120, -0.139], [0.072, 0.016, 0.208], [-0.197, -0.038, -0.147], [0.149, 0.187, -0.020], [0.001, 0.023, 0.025], [-0.028, 0.057, 0.018], [-0.037, 0.034, 0.035], [-0.020, -0.026, -0.063], [-0.048, 0.011, -0.061], [0.008, -0.004, -0.063], [-0.053, -0.054, 0.010], [0.010, -0.082, 0.037], [-0.031, -0.033, 0.029]]}



Q: The lowest charge belongs to which entry?
A: C19H25N5O2S



Q: Number 3 is which compound?
A: C19H25N5O2S



Q: The highest charge belongs to which entry?
A: C19H25O5PPtS



Q: Look up the charge of the fourth one.
A: +2